1.
C19H43O2P3SSn | the ωB97M-V functional and the def2-TZVPD basis

Charge   +4
E_tot   -68980.83487 eV
Relative energy (zero: lowest compared OMol25 entry of this formula, charge and spin)   126.6 kcal per mole
Spin multiplicity   1

Atoms and positions in Å:
Sn  -0.33472  1.33555  -1.33549
P  0.75147  2.76249  0.50118
P  0.76682  -1.24800  0.44791
P  -1.89845  -0.01281  2.33031
H  -1.72151  0.90423  -3.90244
C  -2.22526  1.83506  -3.58492
C  -1.45130  2.93232  -3.11892
H  -0.41914  2.93523  -3.59615
C  1.95799  3.66524  -0.50299
C  1.66961  1.91928  1.81137
C  -0.36697  3.93594  1.28125
C  0.16664  -2.86507  -0.21677
C  2.38232  -1.27746  -0.41627
C  1.36406  -1.94314  2.04233
C  -3.45462  0.94579  2.63451
C  -1.53778  -0.50819  4.07871
C  -2.66784  -1.59004  1.78129
H  -3.26201  2.02336  -3.93629
H  -1.90503  3.92840  -2.96395
H  1.40792  4.33412  -1.16846
H  2.56603  2.96994  -1.09890
H  2.59795  4.24340  0.16412
H  2.39713  1.20433  1.39636
H  0.99132  1.38272  2.48852
H  2.21339  2.68239  2.38398
H  -1.09125  4.30922  0.53758
H  0.18647  4.79515  1.69791
H  -0.89948  3.41450  2.08810
H  0.99579  -3.58076  -0.10727
H  -0.13707  -2.79242  -1.26745
H  -0.67243  -3.22703  0.37789
H  2.52768  -2.33471  -0.67534
H  3.15427  -0.97515  0.30347
H  2.42970  -0.63681  -1.31116
H  1.60227  -3.00188  1.84741
H  0.57428  -1.85315  2.80503
H  2.27607  -1.40175  2.31913
H  -3.81103  0.78004  3.65928
H  -4.27458  0.75886  1.92986
H  -3.21402  2.00813  2.52728
H  -2.45770  -0.63315  4.65167
H  -0.91479  0.24261  4.58109
H  -0.98082  -1.44685  4.10870
H  -3.61497  -1.64640  2.33402
H  -2.08454  -2.49993  1.97288
H  -2.85399  -1.54842  0.70503
C  -3.97223  0.83605  -1.45060
C  -4.78130  -0.28519  -1.80834
C  -6.12207  -0.15708  -1.59009
C  -6.57553  0.94063  -0.85874
C  -5.74218  1.96851  -0.39150
C  -4.37929  2.01134  -0.72260
O  -2.86185  0.85273  -2.08844
H  -1.52158  -0.24799  -1.12165
H  -4.31460  -0.96407  -2.51332
H  -6.76586  -0.86297  -2.09808
H  -7.62710  1.05049  -0.65342
H  -6.19139  2.78780  0.18283
H  -3.72790  2.98344  -0.73164
C  0.49730  -0.60789  -4.67996
S  1.36287  0.94167  -4.42071
C  3.10141  0.59029  -4.38235
O  1.22924  1.23398  -2.86328
H  1.20301  -1.42955  -4.47940
H  0.20417  -0.63410  -5.73968
H  -0.39625  -0.68124  -4.04338
H  3.55625  1.32828  -3.70394
H  3.16673  -0.41121  -3.94480
H  3.48599  0.65782  -5.40746

***

2.
C19H43OP3SSc | the ωB97M-V functional and the def2-TZVPD basis

Charge   +3
E_tot   -81821.74055 eV
Relative energy (zero: lowest compared OMol25 entry of this formula, charge and spin)   72.7 kcal per mole
Spin multiplicity   1

Atoms and positions in Å:
Sc  0.43274  -0.41844  -0.50726
P  1.98676  1.24502  0.86853
P  -1.29703  0.30377  1.66762
P  -1.04484  1.77224  -1.36250
H  0.65158  -4.69718  -7.00269
C  0.72315  -3.68095  -7.40552
C  1.94605  -3.14742  -7.42342
H  2.74255  -3.73096  -6.95939
C  3.31480  0.21017  1.61913
C  1.69874  2.42141  2.26134
C  2.93968  2.32981  -0.26861
C  -2.92446  -0.54646  1.50340
C  -0.82516  -0.26231  3.33566
C  -1.88971  1.97349  2.16154
C  -0.76049  2.07026  -3.13411
C  -0.94736  3.48983  -0.77113
C  -2.87598  1.53310  -1.41197
H  -0.15910  -3.29498  -7.93205
H  2.20965  -2.28922  -8.04977
H  3.52521  -0.64945  0.96298
H  2.98027  -0.18655  2.59117
H  4.23408  0.80603  1.74076
H  1.27123  1.89666  3.12854
H  0.99065  3.20516  1.95295
H  2.66617  2.87163  2.54486
H  3.35566  1.72755  -1.08949
H  3.74200  2.83517  0.29472
H  2.26737  3.07349  -0.72495
H  -3.54424  -0.30048  2.38189
H  -2.75770  -1.63413  1.46752
H  -3.44151  -0.24418  0.58052
H  -1.60403  0.06306  4.03911
H  0.13011  0.17838  3.63338
H  -0.72082  -1.35094  3.37261
H  -2.45970  1.85844  3.09389
H  -2.53866  2.43482  1.40883
H  -1.03649  2.63218  2.35686
H  -1.46223  2.82771  -3.50130
H  -0.86476  1.14256  -3.70034
H  0.27452  2.38908  -3.28182
H  -1.65842  4.11190  -1.32650
H  0.06623  3.87210  -0.92512
H  -1.15891  3.58154  0.29578
H  -3.28581  2.14546  -2.23321
H  -3.37246  1.80618  -0.46688
H  -3.09163  0.47422  -1.62707
C  0.60987  -1.58604  -3.77260
C  -0.77805  -1.70927  -3.99200
C  -1.26704  -2.89058  -4.57069
C  -0.34612  -3.83448  -5.02036
C  1.03791  -3.80915  -4.68110
C  1.52169  -2.58835  -4.18458
S  1.34577  -0.30621  -2.89955
H  -0.76523  -0.79610  -1.68972
H  -1.45452  -0.94666  -3.65383
H  -2.32908  -3.08050  -4.72277
H  -0.74894  -4.59333  -5.69972
H  1.72794  -4.65661  -4.94654
H  2.57940  -2.30449  -4.10699
C  0.14932  -3.86410  2.30690
C  1.15156  -2.81887  1.86229
O  0.80982  -2.31651  0.46580
H  -0.86580  -3.44827  2.35434
H  0.43339  -4.15836  3.31441
H  0.17183  -4.73912  1.65061
H  1.16280  -1.90895  2.46971
H  2.17968  -3.18547  1.78611
H  0.62999  -3.11097  -0.07689

***

3.
C19H44N2O6P2 | the ωB97M-V functional and the def2-TZVPD basis

Structure (SMILES)   [H]/N=C(\C)C[C@]1([PH2]=N)OC(=O)O[C@]1(CC)P(C)C.CC(C)O.CC(C)O.CC(C)O
E_tot   -54257.49344 eV
Spin multiplicity   1

Atoms and positions in Å:
C  2.54356  0.28127  3.69110
C  2.77969  1.57967  2.90960
C  1.97645  1.84692  1.59359
P  3.06544  2.21620  0.11518
C  4.46640  1.05134  0.27244
C  3.76927  3.85017  0.56818
O  1.26321  3.10296  1.86984
C  0.16811  2.74942  2.57316
O  -0.52227  3.48184  3.25706
O  -0.06614  1.40227  2.41582
C  0.73348  0.99416  1.31951
C  0.06412  1.40746  -0.02124
C  -1.40553  1.08655  -0.12475
C  -2.40046  1.78114  0.76256
N  -1.74489  0.23675  -1.01088
P  0.93798  -0.85308  1.13707
N  -0.37201  -1.64108  1.52476
H  2.73506  0.47680  4.73902
H  1.53365  -0.09565  3.61913
H  3.24375  -0.48780  3.39287
H  2.61132  2.41668  3.57165
H  3.83180  1.61296  2.66000
H  4.14652  0.02022  0.20227
H  5.12553  1.24957  -0.56254
H  5.05001  1.18863  1.17920
H  3.57983  4.08727  1.60707
H  4.83496  3.87198  0.38011
H  3.29623  4.59700  -0.04984
H  0.21589  2.45670  -0.24552
H  0.52453  0.85972  -0.82992
H  -2.45763  1.22806  1.69375
H  -2.08992  2.78265  1.02766
H  -3.37473  1.78743  0.29738
H  -2.75321  0.10985  -0.99982
H  2.06516  -1.27334  1.85674
H  1.31296  -0.97915  -0.21052
H  -0.13244  -2.29457  2.25892
C  -1.06935  2.77580  7.98824
C  0.03427  2.45721  6.99210
C  -0.46375  1.57208  5.86301
O  1.14117  1.83895  7.65621
H  -1.44345  1.85666  8.44770
H  -0.69185  3.41352  8.78772
H  -1.90479  3.28172  7.50323
H  0.42580  3.38648  6.57655
H  -0.81575  0.61218  6.25374
H  0.34361  1.36065  5.16512
H  -1.27847  2.04227  5.31627
H  0.82597  1.01348  8.03543
C  -3.31880  -3.59385  -1.71664
C  -3.64962  -3.04701  -3.09829
C  -2.49159  -3.23243  -4.06654
O  -4.00276  -1.66686  -3.00728
H  -2.46149  -3.06424  -1.29145
H  -4.16060  -3.45346  -1.03783
H  -3.07983  -4.65779  -1.75876
H  -4.53400  -3.55211  -3.48879
H  -1.61002  -2.69199  -3.70836
H  -2.74139  -2.83932  -5.05085
H  -2.22975  -4.28657  -4.17314
H  -3.23288  -1.20152  -2.66658
C  -0.63233  -3.07449  -9.47294
C  -0.94114  -2.72261  -8.02549
C  0.29279  -2.84297  -7.14362
O  -1.99017  -3.54907  -7.52431
H  -0.28830  -4.10976  -9.54723
H  -1.52692  -2.98013  -10.08829
H  0.14268  -2.42537  -9.88268
H  -1.32503  -1.70333  -7.97407
H  0.66403  -3.87161  -7.14806
H  0.05152  -2.58463  -6.11241
H  1.09344  -2.18770  -7.48952
H  -1.68692  -4.46115  -7.55276

***

4.
C19H44NO13P3 | the ωB97M-V functional and the def2-TZVPD basis

Structure (SMILES)   CCOCCO[C@]1([PH2]=N)COC(=O)O1.CCOP(=O)(OCC)OCC.CCOP(=O)(OCC)OCC
E_tot   -76383.37055 eV
Spin multiplicity   1

Atoms and positions in Å:
C  2.34690  -0.31883  4.58659
C  2.11824  1.21392  4.07435
O  2.21035  1.17581  2.62437
C  0.98802  1.70860  2.01021
C  -0.25472  0.66584  2.08633
O  -1.57060  1.29427  2.17037
C  -2.22853  1.01087  3.41553
P  -2.74483  -0.76337  3.85045
N  -1.54486  -1.77580  4.16788
C  -3.64722  1.81118  3.56148
O  -3.16451  3.16403  3.36198
C  -1.83032  3.16255  3.94544
O  -1.08231  4.17679  3.99660
O  -1.49918  1.80946  4.39674
H  2.16809  -0.40758  5.71676
H  1.67148  -1.07258  4.04913
H  3.43521  -0.65355  4.35947
H  2.91430  1.86017  4.58219
H  1.06575  1.56655  4.39355
H  0.67928  2.71776  2.45686
H  1.27161  1.88880  0.89952
H  -0.01854  -0.07178  2.92855
H  -0.24447  0.08488  1.08068
H  -3.53318  -1.32396  2.77324
H  -3.55388  -0.66830  5.04584
H  -1.59666  -2.13884  5.13272
H  -4.52653  1.41688  2.95004
H  -3.79236  1.74724  4.71282
O  1.44275  3.37574  -2.59571
P  0.48437  4.46032  -3.10306
O  -0.81847  3.44689  -3.23409
C  -1.53197  3.11551  -2.05795
C  -2.40845  4.26926  -1.60796
O  0.96764  4.35086  -4.69300
C  2.31560  4.01027  -5.00511
C  2.44232  2.52854  -5.31019
O  -0.58897  5.68990  -3.63072
C  -0.07635  7.02340  -3.65780
C  0.81141  7.28263  -4.86290
H  -0.83654  2.81896  -1.26448
H  -2.15841  2.25087  -2.29001
H  -1.79940  5.11419  -1.27388
H  -3.05377  3.96542  -0.77859
H  -3.03227  4.62719  -2.43069
H  2.99023  4.31427  -4.20165
H  2.60288  4.58645  -5.89110
H  1.99144  1.90535  -4.53332
H  3.49247  2.24492  -5.41795
H  1.92040  2.29018  -6.24114
H  0.45915  7.23482  -2.72665
H  -0.93921  7.69365  -3.69992
H  1.79690  6.83258  -4.71990
H  0.96137  8.35431  -5.01017
H  0.37927  6.85479  -5.77078
O  -1.61682  -5.84757  -0.61594
P  -0.09461  -5.89813  -0.43488
O  -0.09943  -6.81487  0.94305
C  -0.30044  -8.21418  0.82323
C  0.94712  -8.90748  0.30831
O  0.02055  -4.41223  0.30759
C  -0.90915  -3.38234  -0.01421
C  -2.03134  -3.32858  1.00696
O  1.61780  -5.95266  -0.35249
C  2.33342  -5.36459  -1.44064
C  2.37866  -3.84844  -1.35739
H  -1.15862  -8.41802  0.17295
H  -0.54247  -8.59244  1.81924
H  1.15342  -8.62046  -0.72690
H  0.82916  -9.99442  0.34352
H  1.82088  -8.62583  0.90096
H  -1.29418  -3.50830  -1.02873
H  -0.36417  -2.43221  -0.00103
H  -2.48833  -4.30780  1.17385
H  -2.81092  -2.63059  0.68742
H  -1.64351  -2.99831  1.97518
H  1.89802  -5.68988  -2.39105
H  3.35394  -5.75465  -1.39627
H  1.42214  -3.41672  -1.66227
H  3.14436  -3.44653  -2.02432
H  2.58357  -3.51508  -0.33713

***

5.
C19H44NO6P | the ωB97M-V functional and the def2-TZVPD basis

Structure (SMILES)   C[C@@H](O)CO[PH3]N.C1CCOC1.C1CCOC1.C1CCOC1.C1CCOC1
E_tot   -43477.24843 eV
Spin multiplicity   1

Atoms and positions in Å:
C  5.41713  0.16616  -0.90971
C  5.02293  1.63846  -0.81228
O  4.93517  2.19247  -2.11266
C  3.66331  1.79529  -0.09998
O  2.73614  2.54966  -0.82533
P  1.45645  1.60160  -1.50884
N  0.12014  0.58974  -2.17497
H  5.24185  -0.33603  0.03546
H  6.47238  0.06263  -1.13489
H  4.79529  -0.31721  -1.65261
H  5.80407  2.13156  -0.24121
H  5.66203  1.82857  -2.64153
H  3.81591  2.25603  0.87017
H  3.29026  0.79087  0.11311
H  1.03961  1.25477  -0.21105
H  2.41990  0.92413  -2.28406
H  0.92126  2.77599  -2.02762
H  0.51340  -0.02643  -2.88009
H  -0.15691  -0.03458  -1.42159
C  -2.18476  -1.71148  2.14682
C  -3.16536  -2.31722  1.14674
C  -3.08594  -1.32825  -0.00381
O  -1.75001  -0.80539  0.00523
C  -1.09895  -1.17468  1.22488
H  -1.80325  -2.42440  2.87622
H  -2.66014  -0.89007  2.68954
H  -2.81874  -3.29966  0.82417
H  -4.17512  -2.42736  1.53677
H  -3.78365  -0.49570  0.13597
H  -3.28500  -1.78674  -0.97199
H  -0.35145  -1.94586  1.00330
H  -0.58514  -0.30206  1.63283
C  8.34524  5.48678  -2.96229
C  6.96495  5.31339  -2.33341
C  7.30199  4.54404  -1.06588
O  8.61286  4.96143  -0.67416
C  9.21808  5.70556  -1.73377
H  8.40426  6.30979  -3.67273
H  8.64160  4.56978  -3.47717
H  6.54190  6.28822  -2.08156
H  6.25206  4.78619  -2.96427
H  7.32131  3.46515  -1.25210
H  6.60364  4.74198  -0.25208
H  9.24471  6.76313  -1.44914
H  10.24304  5.35938  -1.87095
C  -5.85340  1.52988  4.00085
C  -5.44207  0.65980  5.18593
C  -6.08990  -0.67178  4.83038
O  -6.10080  -0.74444  3.40273
C  -5.77878  0.53467  2.85188
H  -5.21285  2.39694  3.84915
H  -6.87927  1.88150  4.13016
H  -4.35510  0.55465  5.21468
H  -5.77196  1.04488  6.14935
H  -7.12275  -0.72092  5.19174
H  -5.54478  -1.52952  5.22553
H  -4.76585  0.48796  2.43488
H  -6.47450  0.76240  2.04405
C  -3.99477  -6.43570  -2.15635
C  -5.51145  -6.32883  -2.02386
C  -5.65181  -5.51403  -0.74542
O  -4.50874  -4.65636  -0.68838
C  -3.54714  -5.06663  -1.66379
H  -3.65586  -6.64985  -3.16852
H  -3.61403  -7.21797  -1.49603
H  -5.92424  -5.77664  -2.87088
H  -6.01650  -7.29156  -1.96679
H  -5.64996  -6.15865  0.14002
H  -6.55474  -4.90358  -0.72621
H  -3.53941  -4.33407  -2.47839
H  -2.55778  -5.08178  -1.20418

***

6.
C19H45Cl3GdP2 | the ωB97M-V functional and the def2-TZVPD basis

Charge   -1
E_tot   -97415.03298 eV
⟨S²⟩   16.020
Spin multiplicity   8

Atoms and positions in Å:
Gd  -0.55828  0.63322  0.61521
Cl  -0.60028  1.38239  -1.87514
P  -2.91020  -0.54900  -0.31527
C  -3.21202  -1.44444  -1.87994
C  -3.73448  -1.52251  1.01777
C  -3.76287  1.09350  -0.51508
C  -2.05131  -2.39320  -2.21200
H  -3.22581  -0.63682  -2.63301
C  -4.55366  -2.18318  -1.90492
H  -4.56637  -3.02117  -1.19659
H  -4.68567  -2.59185  -2.91482
H  -5.40686  -1.52961  -1.69543
H  -1.10278  -1.85091  -2.28383
H  -2.26307  -2.87139  -3.17896
H  -1.94585  -3.18556  -1.45999
H  -3.25537  1.48686  -1.41313
C  -3.49874  2.07495  0.64014
C  -5.24533  0.91467  -0.82839
H  -5.39918  0.46518  -1.81539
H  -5.71645  1.90464  -0.84123
H  -5.75510  0.30743  -0.06803
H  -2.83486  1.70188  1.44621
H  -4.44164  2.35651  1.12482
H  -3.04303  2.99581  0.25119
C  -2.98123  -2.85507  1.18991
H  -4.74892  -1.69963  0.63173
C  -3.80939  -0.76326  2.34522
H  -3.11969  -3.53837  0.34376
H  -3.36558  -3.35558  2.08839
H  -1.90139  -2.68585  1.33745
H  -2.80326  -0.58588  2.76202
H  -4.35179  -1.39834  3.05842
H  -4.34443  0.19079  2.26780
Cl  -0.03849  -0.67673  2.76875
H  0.16661  -0.98008  -0.18777
P  2.98614  0.38541  -0.22085
C  3.42144  1.94011  -1.13044
C  4.01294  0.27110  1.33211
C  3.45799  -0.97223  -1.35329
C  2.35879  3.02948  -0.92661
H  3.38504  1.62882  -2.19155
C  4.82058  2.45489  -0.78540
H  4.88354  2.76901  0.26881
H  5.01918  3.33398  -1.41984
H  5.60082  1.70557  -0.98367
H  1.42341  2.77326  -1.43942
H  2.72664  3.98105  -1.33342
H  2.12370  3.18109  0.13320
H  2.87145  -0.72703  -2.25859
C  3.00092  -2.36590  -0.87619
C  4.95158  -0.90044  -1.67860
H  5.18966  -0.00196  -2.26338
H  5.22615  -1.78008  -2.27757
H  5.56574  -0.89978  -0.76318
H  2.18919  -2.32530  -0.14100
H  3.83738  -2.94143  -0.45975
H  2.61445  -2.92198  -1.74258
C  3.57563  1.35166  2.33305
H  5.05672  0.44260  1.00658
C  3.88734  -1.11093  1.98925
H  3.70916  2.37247  1.95634
H  4.18694  1.25036  3.24253
H  2.51959  1.21979  2.62194
H  2.83202  -1.34680  2.20454
H  4.43436  -1.07960  2.94282
H  4.32579  -1.91093  1.37906
Cl  0.97413  3.67681  2.34244
C  -0.32452  2.70704  1.83377
H  -0.77816  2.28579  2.74004
H  -0.99889  3.33471  1.24897

***

Number 1: largest force on an atom 3.22 eV/A. Number 2: largest force on an atom 2.17 eV/A. Number 3: largest force on an atom 2.55 eV/A. Number 4: largest force on an atom 9.80 eV/A. Number 5: largest force on an atom 1.12 eV/A. Number 6: largest force on an atom 2.83 eV/A.